Record 1
Density functional theory data (ωB97M-V/def2-TZVPD) for C21H32N2O3 as an isolated structure.

```
58
Properties=species:S:1:pos:R:3:forces:R:3
C -6.12036 -1.82654 -0.54208 4.892 -6.488 3.338
C 4.24083 4.02319 1.08070 -2.383 0.704 0.938
H -0.88458 -0.25914 -0.56079 -0.832 1.271 0.406
H -3.75387 -4.44976 -1.66734 -1.429 3.229 2.396
N 1.49065 0.78495 -0.71354 5.562 -9.511 -3.231
H -6.34665 -3.80674 -1.51627 -0.490 -1.468 0.774
C -4.27088 -3.38804 -0.87584 4.340 -5.742 -0.829
H 1.01484 1.54676 -0.64515 -3.868 5.718 0.044
H -1.75698 -1.35719 1.81845 3.432 -2.384 -1.093
C 3.26739 4.45798 2.07278 2.762 -3.022 -3.287
C 1.00005 -0.56604 -1.55826 1.462 1.408 13.189
C 0.50910 -1.59828 0.84238 -6.733 5.615 -1.953
C 5.18560 1.67829 -1.76593 -7.629 0.342 4.587
H -6.03978 -2.37991 0.59009 -1.030 1.904 -2.610
H 5.65836 2.20274 -2.41266 4.966 2.329 -3.896
H 5.79746 5.75196 2.58402 0.583 -1.879 4.957
H 1.71011 -1.29894 -1.62601 2.395 -1.390 0.454
H 6.62597 6.39160 1.19449 -2.672 -1.466 0.667
C -0.83533 -2.26727 -1.40915 10.169 5.330 -3.858
H -3.10266 -1.85420 -2.01712 -1.151 -0.286 2.741
N -1.83463 -2.82617 -0.97650 -7.793 -7.441 11.494
H 4.16922 1.80266 -2.31979 1.013 -1.144 1.065
O 5.01003 2.81194 -0.70492 5.837 -1.273 -5.654
C 2.34966 3.49865 2.43159 -3.310 0.090 2.288
H 1.09837 -2.31161 0.53419 3.787 -3.576 -1.248
H 0.78205 -0.29758 -2.37438 -3.311 4.154 -11.528
H 5.26830 0.71224 -1.27509 0.651 0.145 -0.408
C 5.62312 5.85971 1.62828 -0.579 2.704 -8.516
C -1.38920 -3.31996 0.78155 -11.152 7.131 -1.911
H -4.84035 -0.40298 -1.23938 3.342 7.843 -13.248
H 4.69688 6.57320 1.49226 1.948 -1.239 0.227
H -4.29423 -3.86000 0.11871 -0.200 -0.051 -0.107
C -0.11557 -0.95921 -0.69603 0.678 -5.722 2.258
H -0.90350 -4.06016 0.62777 6.285 -9.344 -1.873
C 4.17767 2.93697 0.17937 -8.079 -3.312 4.221
H -1.23290 -1.76498 -2.27321 0.572 0.313 -1.962
H -5.54959 -0.05283 0.42040 1.505 -1.232 -3.123
C -3.77005 -1.26047 0.10110 3.484 3.189 -1.594
H -2.54945 -3.67652 1.16510 3.608 1.103 -0.756
C -5.59270 -3.08102 -1.37639 -3.008 -1.072 12.524
C -0.77083 -2.23799 1.48798 -3.627 7.229 -4.814
C 2.76911 0.81217 -0.30578 2.523 -3.145 3.667
C -5.07558 -0.81493 -0.52375 -4.745 -3.938 17.366
H -7.03862 -1.59829 -0.79748 -4.562 1.524 -1.031
H 1.54337 3.56644 3.25659 1.782 0.602 -1.019
H 0.04396 -3.08985 -1.64326 -1.626 2.045 0.134
H -3.08187 -0.27545 0.13419 -1.298 -1.989 -0.170
H -0.50399 -2.59641 2.30285 2.318 -3.059 8.041
H 1.26601 1.62478 1.84403 2.547 1.925 0.209
O 3.61173 -0.21966 -0.05791 -3.951 4.047 -2.440
C 2.20734 2.38560 1.75827 -1.148 -5.230 -6.181
H 0.91866 -0.70633 1.34747 0.041 -1.051 0.139
H -3.74562 -1.55773 1.09795 -0.701 -0.808 1.813
H 3.61109 4.95998 2.87336 1.118 2.819 2.111
O 5.30131 4.65323 0.69001 3.519 5.204 3.390
C 3.06787 2.08375 0.39407 -0.441 2.065 3.976
C -3.14901 -2.30904 -0.79970 -1.470 0.851 -6.499
H -5.46733 -2.78756 -2.17627 2.098 5.429 -14.576
```
Positions in Å, forces in eV/Å.

Atomic partial charges in e from the natural (NBO) method, atoms 1 to 2: atom 1 (C): -0.348, atom 2 (C): 0.324

***

Record 2
Density functional theory data (ωB97M-V/def2-TZVPD) for C24H23CaCl3N10O2SSeSi as an isolated structure.

```
66
Properties=species:S:1:pos:R:3:forces:R:3
C -0.46183 1.80042 3.78138 -0.437 -0.769 -0.711
C 0.03199 0.34991 -3.04755 -1.079 -1.534 -1.548
C -0.52768 2.03535 -1.59290 1.460 -1.130 -1.374
H 0.73612 -2.73543 -2.19540 0.592 -0.055 0.164
H -5.26025 2.17357 0.04068 0.226 0.224 -0.654
C -4.56524 1.59058 3.17204 0.394 -0.288 -0.159
H 7.34201 -1.12835 -0.45591 0.540 -0.218 0.192
H -6.16913 0.76920 0.66792 0.467 0.279 -0.140
H 1.74210 -1.30914 -1.88489 -0.779 -0.917 0.044
N 3.99857 0.99944 -0.36107 1.152 0.013 0.262
H -1.08928 0.98796 -6.25279 0.250 -0.400 0.845
Cl -0.86127 -4.31147 -2.07511 -0.325 -0.811 -0.403
C 5.25662 -1.04683 0.09877 -0.564 0.654 0.862
H 1.42622 0.78313 0.67714 0.591 -0.176 -0.803
N -1.32151 -2.14588 2.72335 -1.934 0.843 -0.254
H -6.37141 2.34609 1.44790 1.455 -0.761 -0.446
H -1.07999 2.01665 4.67268 0.804 0.101 -0.699
Se 3.42330 -2.76632 0.64516 2.582 2.237 -0.125
C -0.98204 2.83247 -2.63188 -1.481 0.798 -0.871
Cl -2.26570 -5.14640 0.81913 -0.294 -0.703 0.227
Cl -4.01047 -3.20295 -1.33356 -0.670 -0.511 -0.418
C 1.68092 1.59609 2.62522 -0.890 1.267 -1.325
N -4.46904 1.36003 1.78243 -2.549 1.554 0.904
H -1.62363 -3.03871 2.32618 -0.099 0.155 0.486
N -2.44400 1.12096 2.54137 -2.881 0.310 1.210
C 0.91093 -2.73544 2.18332 1.458 0.214 -0.593
N 2.88576 -1.09224 0.25131 -0.210 0.009 -0.618
Ca -0.38788 -1.11859 0.06543 -0.395 -0.203 -0.449
H -2.98780 1.35011 4.72352 -0.342 0.161 -0.922
C 0.95064 1.04733 1.58547 0.412 -0.305 1.340
C 0.92182 1.83401 3.77101 -0.221 0.086 1.195
H -1.66480 3.64333 -2.32679 0.907 0.087 -0.443
O 2.09947 -2.87851 2.59230 -1.385 -0.145 0.481
H -5.49887 1.88754 3.67629 0.678 -0.455 -0.575
N 5.18889 -2.25494 0.65368 -1.514 -1.314 -1.630
H -0.66780 2.43385 -0.61365 0.333 -0.292 0.672
C -0.70266 0.41917 -5.37604 -0.410 -0.850 -1.626
C -0.48510 -0.95521 -5.54612 0.237 2.011 -1.479
N 0.82079 -1.72759 -2.12928 0.569 0.351 0.369
N 0.03345 -2.21408 3.05755 -0.216 0.499 1.769
S -2.68599 0.74464 -0.16176 -1.196 0.145 -0.035
H 0.39655 -2.72443 -4.58293 -0.105 -0.107 -0.400
C 0.28805 -1.08826 -3.24258 0.330 1.636 -2.302
C 3.94821 -0.32244 -0.03115 2.727 -1.291 0.017
C -0.50019 1.09410 -4.16024 1.008 -1.244 0.478
H 1.36042 1.97083 4.74392 0.530 0.672 0.050
C -5.60233 1.68158 0.92236 -1.739 -0.320 0.786
C -3.24309 1.10739 1.36313 2.440 -0.861 0.968
C -3.34633 1.39324 3.68387 1.586 -0.250 -0.938
H -1.98261 -1.78817 3.46749 1.627 -0.851 -1.032
C -1.07003 1.25357 2.61749 1.068 -0.951 1.461
C -0.90866 2.40771 -3.95067 -0.463 -0.089 0.409
H -1.29224 2.89453 -4.85612 -0.019 0.377 0.784
N 0.05538 0.83824 -1.80491 -0.761 1.239 1.570
H 5.14289 2.54220 -0.82983 0.407 0.842 -0.400
H 0.36368 -1.95195 3.98205 -0.269 -0.460 -0.372
H 2.61611 2.10445 2.34274 -0.022 -0.973 0.839
C 6.50055 -0.48004 -0.35672 -1.577 0.630 -0.668
H 7.19861 1.31904 -1.42001 0.688 0.009 -0.005
H -0.63197 -1.35474 -6.57694 0.016 0.091 1.138
O 0.49049 -2.92251 0.98332 0.762 -0.320 0.765
N -0.32135 0.64765 1.71214 -0.562 1.419 -0.905
Si -2.12225 -3.54606 -0.50226 0.870 1.952 0.212
C 5.22996 1.49669 -0.66493 -2.694 -0.989 -0.205
C 6.43400 0.79214 -0.89521 -1.030 -0.691 1.387
C 0.12998 -1.67852 -4.54054 -0.056 0.366 3.644
```
Positions in Å, forces in eV/Å.

Atomic partial charges in e from the natural (NBO) method, atoms 1 to 2: atom 1 (C): -0.286, atom 2 (C): 0.117

***

Listing relative energy (zero: lowest compared OMol25 entry of this formula, charge and spin) for the structures above in their given order: 559.2; 33.3 kcal/mol.
Listing calculated total energy for the structures above in their given order: -31396.832; -184326.260 eV.
Listing max |F| for the structures above in their given order: 18.43; 3.66 eV/Å.